The following is a DFT calculation (ωB97M-V with the def2-TZVPD basis set) of a 7-piece molecular cluster, C28H49ClN6O5 overall.

Computed properties:
Largest force on an atom   3.4 eV/Å
Net charge   0
Gap between HOMO and LUMO   7.0 eV
DFT total energy   -61516.90292 eV

Each line ends with the Löwdin charge.
Element x y z (Å)
C1 21.141 -5.764 -21.469  -0.06
C2 21.985 -6.016 -20.231  -0.14
N1 22.522 -7.470 -19.966  -0.20
C3 23.515 -7.745 -21.192  0.03
C4 23.424 -7.428 -18.657  -0.11
C5 23.707 -8.815 -18.097  -0.08
C6 21.508 -8.674 -20.023  -0.05
C7 20.328 -8.544 -19.043  -0.21
O1 19.405 -7.642 -19.528  -0.16
C8 18.594 -7.145 -18.550  -0.13
H1 21.484 -5.776 -22.504  0.09
H2 20.948 -4.694 -21.390  0.09
H3 20.181 -6.276 -21.415  0.07
H4 21.500 -5.697 -19.309  0.13
H5 22.941 -5.501 -20.328  0.13
H6 24.319 -7.010 -21.227  0.11
H7 22.946 -7.773 -22.121  0.10
H8 24.042 -8.695 -21.102  0.10
H9 22.893 -6.834 -17.914  0.13
H10 24.328 -6.883 -18.928  0.13
H11 24.371 -8.786 -17.234  0.09
H12 24.094 -9.607 -18.739  0.08
H13 22.832 -9.326 -17.695  0.07
H14 22.088 -9.531 -19.681  0.11
H15 21.306 -8.818 -21.084  0.14
H16 20.645 -8.270 -18.037  0.13
H17 19.968 -9.569 -18.952  0.14
H18 18.245 -7.847 -17.794  0.09
H19 17.642 -6.725 -18.876  0.10
H20 19.094 -6.380 -17.956  0.09
Cl1 27.887 -3.182 -22.154  0.61
O2 27.766 -3.132 -20.720  -0.39
O3 26.554 -2.764 -22.593  -0.43
O4 28.930 -2.312 -22.641  -0.39
O5 28.075 -4.460 -22.798  -0.40
C9 23.539 0.894 -19.305  -0.09
C10 22.199 0.735 -18.546  -0.27
C11 22.291 0.371 -17.075  -0.19
C12 22.521 -1.022 -16.909  -0.27
N2 22.739 -2.138 -16.697  0.13
H21 23.939 -0.112 -19.183  0.07
H22 24.149 1.526 -18.659  0.07
H23 23.630 1.151 -20.361  0.08
H24 21.570 0.169 -19.233  0.11
H25 21.668 1.685 -18.614  0.10
H26 21.274 0.376 -16.681  0.13
H27 23.031 0.925 -16.498  0.14
C13 30.763 -6.634 -26.925  -0.07
C14 29.572 -6.072 -27.847  -0.23
C15 29.753 -6.014 -29.361  -0.20
C16 30.128 -7.261 -30.094  -0.23
N3 30.505 -8.176 -30.652  0.13
H28 30.416 -7.115 -26.010  0.06
H29 31.528 -5.901 -26.670  0.06
H30 31.357 -7.409 -27.409  0.06
H31 29.106 -5.153 -27.492  0.10
H32 28.704 -6.705 -27.663  0.09
H33 30.586 -5.331 -29.531  0.11
H34 28.903 -5.529 -29.842  0.11
N4 29.972 2.637 -24.983  0.01
C17 30.756 3.658 -24.562  -0.19
C18 30.982 4.612 -25.534  -0.08
C19 30.059 4.186 -26.630  -0.09
C20 29.545 2.941 -26.238  -0.16
H35 29.719 1.866 -24.383  0.16
H36 31.136 3.704 -23.552  0.10
H37 31.614 5.488 -25.522  0.08
H38 29.925 4.626 -27.607  0.07
H39 28.885 2.243 -26.731  0.10
N5 33.391 -2.761 -20.413  0.00
C21 34.175 -2.265 -19.371  -0.11
C22 35.461 -2.740 -19.630  -0.13
C23 35.420 -3.375 -20.856  -0.15
C24 34.135 -3.505 -21.260  -0.15
H40 32.427 -2.483 -20.532  0.15
H41 33.692 -1.730 -18.566  0.10
H42 36.306 -2.646 -18.964  0.09
H43 36.262 -3.750 -21.418  0.09
H44 33.811 -3.776 -22.254  0.11
N6 25.166 -3.240 -29.181  -0.02
C25 24.389 -4.242 -29.689  -0.14
C26 23.795 -4.896 -28.594  -0.12
C27 24.182 -4.218 -27.403  -0.10
C28 25.010 -3.163 -27.822  -0.14
H45 25.698 -2.510 -29.632  0.15
H46 24.334 -4.390 -30.758  0.10
H47 23.194 -5.790 -28.668  0.08
H48 24.089 -4.414 -26.345  0.08
H49 25.576 -2.423 -27.275  0.11

Force components x, y, z for each atom (eV/Å):
-0.9311 0.5413 0.3262
1.1909 -1.1965 -0.2789
1.5084 -0.6028 -1.5720
-0.4177 -0.1156 0.9768
-0.9210 -0.6681 -0.8540
-0.2345 -0.8259 0.5477
1.0402 1.3169 1.2481
1.2573 -0.4861 -0.9379
-0.1155 -0.3284 -1.3654
-1.5987 1.0369 2.2065
0.9108 -0.8057 0.3268
-0.3975 0.1548 0.2590
0.0554 0.0420 0.0222
-0.1831 -0.0926 -0.2064
-0.1592 0.3745 0.1893
-0.4486 0.4009 0.1107
-0.0611 0.2771 0.2486
-0.4483 -0.1960 0.4672
-0.1217 -0.0111 -0.1416
-0.0969 -0.0968 -0.1240
0.2068 0.4415 -0.1624
0.4610 0.5829 -0.5690
-0.4221 0.4800 0.1267
0.0370 0.0841 -0.2660
-0.6224 0.1709 0.2707
0.4318 0.1894 0.0995
-0.6161 -0.1493 -0.0110
0.2873 -0.7779 -0.0909
0.3586 0.1160 -0.8507
0.2484 0.3557 -0.0374
-2.7631 0.8654 -1.7380
1.4948 -1.0226 0.5221
0.3478 0.7041 -0.5457
0.0586 0.3127 0.5482
0.7474 -0.9435 1.2437
0.3466 -1.2307 2.1182
-0.2928 2.3286 -2.4779
-1.0093 -0.5224 -0.9149
1.5278 -2.6761 0.6144
-0.3954 0.7651 -0.3415
0.7068 -0.0450 -0.3972
0.3858 0.2605 -0.4694
-0.7189 0.2356 0.2585
-0.2491 -1.0055 0.8683
0.0502 0.3916 0.3586
-0.0521 1.1468 0.4295
-0.3091 0.2728 -0.0829
-0.3541 0.4582 -1.1270
-0.3756 -1.7125 1.3371
1.1189 0.3218 -0.2253
-0.7170 1.9068 1.5642
0.3609 -1.2535 -0.7585
-0.3366 0.4096 -0.0222
-0.3591 0.3894 0.0951
-0.3366 -0.1676 -0.5185
0.8662 0.5118 -0.0293
0.0872 -0.6178 -0.0085
0.1733 0.0719 -0.3127
-0.1576 -0.3022 0.0381
0.1818 0.8559 0.2090
1.7034 1.1862 0.8550
-2.6624 -1.5304 -1.3320
1.2638 -1.2905 1.4121
-0.2940 0.8619 -0.8535
-0.1331 0.0889 -0.4273
0.0698 -0.3623 -0.0294
-0.1907 -0.1216 0.2435
0.0081 0.0276 0.1357
0.0415 0.2411 -0.1955
-0.6571 0.8700 1.4388
-0.0145 -1.2954 -1.1664
-0.6829 1.4970 1.5937
1.3422 -1.6604 -0.7123
-0.1170 1.1761 -1.3520
0.1060 -0.3621 -0.1106
0.2940 -0.0616 -0.0092
0.0165 0.2144 -0.1804
0.0227 -0.1671 0.1955
-0.3731 -0.2206 0.2781
-0.2836 0.7860 0.9432
-0.2064 -0.5016 0.9375
0.4327 0.4117 -0.7525
1.4761 1.4760 -0.8491
-0.2887 -1.1892 0.1391
-0.3107 -0.4612 -0.4966
-0.0756 -0.2095 0.1902
-0.0466 0.1342 -0.0220
-0.5135 -0.3200 -0.2139
-0.1528 -0.1390 0.1463